Record 1
Computed, not measured: a cluster of 3 separate species, C9H18O9 in total, with wB97M-V/def2-TZVPD.

Values from the calculation:
SMILES string: COC(=O)OC.COC(=O)OC.COC(=O)OC
HOMO level: -10.612 eV
ΔE to the lowest compared entry with this formula, charge and spin: 118.4 kcal/mol
spin multiplicity: 1

Structure (XYZ):
```
36
Properties=species:S:1:pos:R:3:nbo_charge:R:1
O -3.7342 -1.8645 1.6336 -0.66
O -0.2272 1.8815 -1.3114 -0.63
O 4.3718 0.9915 -1.2574 -0.51
O 3.3488 1.4525 -3.1154 -0.65
O -2.3312 -2.3145 3.2576 -0.49
O -3.4532 -3.9825 2.2416 -0.50
O -1.0922 1.1325 0.7356 -0.50
O 2.5878 -0.2055 -1.8724 -0.49
O 0.8548 2.6985 0.5556 -0.51
C -2.2652 -1.0105 3.6936 -0.28
C -4.2752 -4.4115 1.2266 -0.22
C 1.6288 -0.5345 -2.8334 -0.27
C -3.2262 -2.6305 2.3876 0.99
C 1.6498 3.3045 -0.3044 -0.23
C 5.3878 1.9635 -1.4304 -0.27
C 3.4148 0.7875 -2.1374 0.99
C -0.1912 1.8465 -0.0784 0.98
C -2.1832 0.6365 0.0126 -0.24
H -4.4322 -5.3845 1.1656 0.19
H -2.4882 1.2815 -0.6764 0.19
H 5.6698 2.5005 -0.4834 0.20
H 1.9118 -0.8245 -3.8974 0.19
H -3.7292 -4.1025 0.3026 0.17
H -2.1162 -0.8455 4.8656 0.20
H 6.2238 1.2775 -1.3844 0.19
H 2.2138 2.6735 -0.9364 0.18
H 1.0938 4.0495 -0.6174 0.18
H -5.1492 -4.0015 1.2006 0.18
H -1.3442 -0.8145 3.1186 0.21
H 2.3128 3.7495 0.3896 0.18
H -1.8602 -0.2325 -0.3994 0.18
H -3.0362 0.4175 0.6646 0.21
H 5.2828 2.4535 -2.3674 0.22
H 1.4688 -1.5455 -2.6554 0.20
H -3.1272 -0.5085 3.2356 0.21
H 0.8388 0.1155 -2.9294 0.21
```


Record 2
Computed, not measured: a cluster of 3 separate species, C18H41NO11 in total, with wB97M-V/def2-TZVPD.

Values from the calculation:
SMILES string: C[C@@H](O)CON(CCO)C(=O)O.COCCOCCOC.COCCOCCOC
HOMO level: -8.837 eV
spin multiplicity: 1

Structure (XYZ):
```
71
Properties=species:S:1:pos:R:3:mulliken_charge:R:1
O 4.3915 2.4743 -0.4000 -0.31
O -0.9192 -1.0319 -2.5334 -0.54
O 5.1074 -0.1848 0.9425 -0.40
O -3.9198 0.9157 -1.9647 -0.08
O -4.1134 2.6082 -4.2939 -0.52
O 7.7484 1.2639 0.3744 -0.28
O -5.2726 -0.3344 0.0180 -0.46
O -2.9308 -1.3896 3.2489 -0.24
O -6.7473 1.3408 -0.2575 -0.49
O -0.0217 -1.4647 1.5206 -0.28
O -1.6934 -3.9589 2.2266 -0.49
N -5.3281 0.6754 -2.0255 -0.12
C -1.2025 1.1499 -1.6288 -1.16
C -1.7384 0.1307 -2.6251 0.47
C 4.8573 1.0834 1.5241 -0.51
C -5.2995 1.8329 -4.2147 -0.54
C -3.1983 -0.2487 -2.3654 -0.52
C 7.4134 -0.0830 0.0957 -0.58
C -5.7447 0.5195 -0.6730 0.44
C -1.7126 -3.1289 1.0761 -0.29
C -0.3759 -2.5469 0.6817 -0.38
C 3.8395 1.9117 0.7767 -0.16
C 1.3657 -1.2285 1.5500 -0.86
C 3.4282 2.7000 -1.4029 -0.75
C -4.2490 -0.9391 3.0412 -0.74
C -1.5753 -3.3395 3.4975 -0.30
C -5.9309 1.7391 -2.8272 -0.66
C 8.8959 1.3896 1.1807 -0.76
C 5.9397 -0.2286 -0.2034 -0.41
C -2.8254 -2.6150 3.9419 -0.57
H 9.0217 2.4468 1.4059 0.23
H -3.8602 2.8920 -3.4088 0.33
H 2.9795 1.2786 0.5275 -0.01
H -4.7436 -0.6614 3.9804 0.37
H 5.7801 1.6480 1.6743 0.20
H -0.7158 -2.6662 3.5400 0.11
H -1.3610 -1.7724 -2.9639 0.33
H 5.7925 -1.2291 -0.6162 0.39
H 7.6721 -0.7252 0.9463 0.34
H -1.3982 -4.1636 4.1923 0.39
H 9.7934 1.0285 0.6647 0.32
H 3.4921 2.7223 1.4328 0.42
H -2.0267 -3.7923 0.2665 0.39
H -4.1814 -0.0619 2.4033 0.12
H -3.2372 -1.0175 -1.5835 0.27
H 1.7335 -0.8962 0.5719 0.25
H 5.6261 0.4991 -0.9552 0.20
H -0.4505 -2.1864 -0.3549 0.29
H -2.7673 -2.4229 5.0230 0.40
H 0.3912 -3.3307 0.7205 0.38
H 7.9825 -0.4248 -0.7805 0.40
H -5.8585 2.7250 -2.3409 0.45
H 2.6961 3.4566 -1.0960 0.32
H 3.9545 3.0583 -2.2855 0.28
H -6.9863 1.4790 -2.9500 0.40
H 8.7828 0.8381 2.1213 0.33
H -4.8544 -1.6897 2.5230 0.37
H -6.0457 2.2844 -4.8808 0.37
H 1.5469 -0.4407 2.2798 0.29
H 2.8952 1.7767 -1.6579 0.29
H -3.6691 -0.6562 -3.2702 0.35
H -0.1107 1.0790 -1.6233 0.29
H -1.4773 2.1668 -1.9226 0.34
H 4.4324 0.8602 2.5056 0.45
H -5.0926 0.8256 -4.5934 0.24
H -1.6793 0.5594 -3.6356 0.17
H 1.9203 -2.1232 1.8544 0.38
H -3.6985 -3.2504 3.7494 0.34
H -1.5525 0.9458 -0.6117 0.26
H -2.4565 -2.3351 1.1695 0.09
H -6.4579 2.2627 -0.3028 0.36
```


Record 3
Computed, not measured: a structure of composition CH13LiO6, with wB97M-V/def2-TZVPD.

Values from the calculation:
HOMO level: -8.171 eV
ΔE to the lowest compared entry with this formula, charge and spin: 9.8 kcal/mol
spin multiplicity: 1

Structure (XYZ):
```
21
Properties=species:S:1:pos:R:3:nbo_charge:R:1
O 1.1169 -0.4812 0.0568 -1.04
O -0.6521 1.5428 -1.7862 -1.00
O 0.9009 -1.2722 2.5238 -1.02
O -1.0571 1.3668 1.3738 -0.95
O 2.9259 1.0978 -1.2582 -0.98
O -2.8061 -0.3862 -0.5312 -0.95
C 0.8169 -1.7682 -0.5562 -0.30
Li -0.6701 0.1768 -0.1962 0.90
H 0.9629 -2.3722 0.2668 0.18
H 1.1769 -0.5742 3.0708 0.45
H -3.3731 0.3408 -0.7012 0.47
H -3.4701 -0.9162 0.0968 0.49
H 1.4729 -1.9222 -1.3672 0.17
H -0.0381 2.1728 -1.3762 0.51
H 3.2829 0.9538 -0.2592 0.46
H -0.1031 -2.1172 -0.8412 0.14
H 2.1429 0.6308 -0.9742 0.49
H -1.7561 2.0198 1.2798 0.47
H -0.4321 1.3238 -2.7202 0.51
H -1.4091 1.1548 2.3488 0.50
H 0.9689 -0.9712 1.5508 0.50
```


Record 4
Computed, not measured: a structure of composition C4H9N, with wB97M-V/def2-TZVPD.

Values from the calculation:
HOMO level: -6.434 eV
ΔE to the lowest compared entry with this formula, charge and spin: 224.4 kcal/mol
spin multiplicity: 1

Structure (XYZ):
```
14
Properties=species:S:1:pos:R:3:mulliken_charge:R:1
N 0.7550 0.2468 1.9155 -0.63
C -1.7909 -0.5699 0.4390 -0.36
C 1.2622 -0.1425 0.5705 -0.87
C -1.0778 -0.1151 -0.6118 -0.53
C 0.4253 0.3039 -0.6710 0.19
H -1.4996 0.1565 -1.5855 0.24
H 0.2184 1.3221 -1.0269 0.41
H 0.2020 -0.1295 -1.9587 -0.02
H -1.1163 -1.0999 1.1436 0.26
H 0.8321 1.2804 1.8552 0.13
H 0.9869 -1.2108 0.4239 0.37
H 0.9284 -0.3717 -1.8093 0.23
H -2.4617 0.2158 0.8316 0.23
H 2.3360 0.1139 0.4839 0.36
```


Record 5
Computed, not measured: a structure of composition C39H36ClN3Si2Y, with wB97M-V/def2-TZVPD.

Values from the calculation:
HOMO level (alpha / beta): -8.981 / -8.080 eV
net charge: +1
ΔE to the lowest compared entry with this formula, charge and spin: 118.3 kcal/mol
spin multiplicity: 1

Structure (XYZ):
```
82
Properties=species:S:1:pos:R:3:mulliken_charge:R:1
Y -0.4077 -0.6787 -0.8016 0.63
Cl -1.4214 -2.5204 0.7783 -0.48
Si -0.9943 -5.6749 0.4840 -0.55
Si 1.8846 -6.5194 -1.3989 0.55
N -2.6255 2.0402 0.6687 0.01
N -1.1132 0.3663 1.3693 0.47
N -2.2889 0.6343 -1.2119 0.18
C -1.9316 1.3852 1.6890 0.44
C 1.6530 0.3522 -0.0095 -0.70
C 1.6114 0.1466 -2.3174 -0.73
C -0.1063 -4.8433 -1.0258 0.77
C -0.3733 -8.0039 -4.5683 -0.76
C 1.3497 -9.6341 -4.1061 -0.64
C -2.9548 1.6589 -0.6329 0.61
C 1.2499 -4.4513 -1.2979 1.19
C 1.1155 -3.9618 1.5639 0.31
C -0.5728 -0.3329 2.4249 0.06
C 2.1005 -0.4595 -1.1035 -0.31
C -0.8043 -0.0236 3.7602 -1.22
C -1.5675 1.1194 4.0632 -0.54
C 1.1722 -7.6255 -2.7342 0.43
C 0.3163 -5.1091 1.6490 0.95
C 1.5841 -5.7748 3.5885 -0.67
C 0.7656 -9.8168 1.0946 -0.81
C 2.8893 -9.0639 1.9613 -0.65
C 1.7974 -8.8521 -3.0443 -0.49
C -0.8091 -3.8185 -3.1310 -1.26
C 0.7867 -8.7432 0.1883 0.16
C 0.3022 -9.1734 -4.9163 -0.48
C 1.5177 -3.6611 -2.5001 -1.02
C 0.5244 -3.4571 -3.4605 -0.39
C -1.0943 -4.3016 -1.8704 -1.56
C -4.3057 2.0674 -2.5787 -0.43
C 1.8873 -7.8465 0.1047 0.11
C 2.3288 -4.5844 3.5404 -0.76
C 0.9131 1.3299 -1.9669 -0.62
C -2.1665 1.8089 3.0218 -0.89
C -4.0085 2.3708 -1.2499 -0.89
C 0.0469 -7.2432 -3.4693 0.10
C 0.5684 -6.0190 2.6726 -0.61
C 0.9174 1.4525 -0.5553 -0.21
C 2.1429 -3.7162 2.4867 -0.64
C -2.7332 0.2123 -2.4416 0.11
C 2.9234 -7.9940 1.0129 -0.46
C 1.8498 -9.9861 1.9580 -0.39
C -3.6564 0.9669 -3.1641 -0.84
H 1.8582 -10.8494 2.6497 0.36
H -2.1263 -4.3330 -1.5574 0.28
H 1.8263 -10.5822 -4.3429 0.39
H -2.3329 -0.7645 -2.8047 0.33
H 3.7650 -7.3202 0.9847 0.43
H -1.5705 -3.7769 -3.8840 0.57
H -3.8615 0.6906 -4.1964 0.42
H 2.7485 -2.8092 2.3739 0.41
H -0.4911 -6.3428 -3.2055 0.30
H 0.5694 2.0940 -2.6697 0.52
H -1.6677 1.4553 5.0877 0.44
H -2.8307 2.6703 3.1666 0.35
H 2.0747 -4.3591 -0.5736 0.62
H -3.1886 2.8168 1.0093 0.22
H -0.0293 -6.9196 2.7438 0.40
H 3.3124 -6.3066 -1.5831 -0.38
H 2.6651 -9.1880 -2.4586 0.32
H 0.5863 2.3386 0.0130 0.48
H 3.6990 -9.1743 2.6955 0.41
H 1.7815 -6.5064 4.3679 0.44
H 1.8941 0.1925 1.0634 0.57
H 2.7100 -1.3633 -1.0399 0.56
H 1.8006 -0.2064 -3.3341 0.51
H -0.0498 -1.2535 2.1470 0.40
H 0.9623 -3.2328 0.7867 0.37
H -0.0628 -10.4904 1.1193 0.46
H -1.2171 -7.6600 -5.1765 0.38
H -2.3268 -5.3330 0.9692 -0.14
H 0.7626 -3.0121 -4.4509 0.44
H -0.3704 -0.6878 4.5114 0.48
H -4.5221 3.1147 -0.6618 0.42
H -5.0142 2.6775 -3.1355 0.44
H 0.0367 -9.7062 -5.8316 0.38
H -0.0641 -8.5959 -0.5016 0.42
H 2.5601 -3.3355 -2.7222 0.46
H 3.0336 -4.3479 4.3371 0.42
```


Record 6
Computed, not measured: a cluster of 3 separate species, CH5FP2 in total, with wB97M-V/def2-TZVPD.

Values from the calculation:
HOMO level: -9.570 eV
ΔE to the lowest compared entry with this formula, charge and spin: 89.3 kcal/mol
spin multiplicity: 1

Structure (XYZ):
```
9
Properties=species:S:1:pos:R:3:nbo_charge:R:1
P 1.3758 -0.7341 -0.3715 0.41
P -1.6104 0.1606 -0.4707 0.29
F -0.8016 -2.1886 0.2696 -0.36
C -0.2753 -1.0012 -0.1440 -0.25
H -1.9810 0.3270 0.9872 0.01
H -1.3069 -0.4966 -3.2999 0.04
H -2.6176 -0.7009 -0.7257 -0.01
H -1.6291 -0.1672 -2.4974 -0.06
H 1.6125 -1.8917 0.1226 -0.06
```


Number 1: energy -1030.7176 Ha. Number 2: energy -1592.6374 Ha. Number 3: energy -504.8498 Ha. Number 4: energy -212.1935 Ha. Number 5: energy -2749.2791 Ha. Number 6: energy -823.5170 Ha.